# 1
C31H49BrMoO2P2 as an isolated structure at a distorted geometry, computed with the ωB97M-V functional and the def2-TZVPD basis.

Lowest unoccupied orbital energy (alpha / beta)   -9.73 / -8.91 eV
Charge   +2
Spin multiplicity   3
Molar mass   691.5 g/mol
<S²>   2.04
Frontier orbital gap (alpha / beta)   3.15 / 3.95 eV

```
86
Properties=species:S:1:pos:R:3:forces:R:3:lowdin_spin:R:1
Mo 0.5063 -0.3547 -0.1083 -3.87 3.28 -1.89 1.84
C 1.4593 -2.3328 0.1541 0.48 -0.43 0.64 0.03
C 2.5023 -1.3586 -0.0347 0.18 -0.44 0.63 -0.01
C 1.3226 -0.7754 1.8930 1.00 -0.27 0.30 0.00
C 0.7793 -2.0070 1.3816 0.89 -1.03 0.54 -0.01
C 2.4110 -0.3910 1.0332 0.46 -1.26 0.84 0.02
C 1.2253 -3.5505 -0.6816 -0.07 -0.20 -0.15 0.01
H 1.3808 -3.3461 -1.7467 0.02 -0.04 0.18 0.00
H 0.2066 -3.9309 -0.5480 0.28 0.10 -0.04 0.00
H 1.9158 -4.3564 -0.3950 -0.09 0.24 -0.01 0.00
C -0.0783 -2.9256 2.1790 -0.76 0.08 -0.13 0.00
H -0.3858 -3.8120 1.6140 0.15 0.24 0.13 0.00
H -0.9844 -2.4207 2.5411 0.20 -0.05 -0.10 0.00
H 0.4850 -3.2601 3.0644 0.03 0.18 -0.29 0.00
C 0.9761 -0.1420 3.2060 -0.43 0.19 0.12 0.00
H 1.7077 -0.4385 3.9729 -0.08 0.00 -0.30 0.00
H -0.0210 -0.4464 3.5461 0.18 0.03 -0.19 0.00
H 0.9805 0.9540 3.1544 0.10 -0.24 -0.03 0.00
C 3.3978 0.6904 1.3199 -0.08 0.73 -0.18 0.00
H 4.2839 0.3091 1.8541 -0.39 -0.20 -0.20 0.00
H 2.9558 1.4665 1.9530 0.14 -0.18 -0.12 0.00
H 3.7563 1.1642 0.3986 -0.02 -0.05 0.17 0.00
C 3.5852 -1.4329 -1.0585 0.19 0.27 -0.72 0.00
H 4.3494 -2.1935 -0.8167 -0.48 0.19 0.24 0.00
H 4.1124 -0.4759 -1.1612 -0.21 -0.29 0.05 0.00
H 3.1854 -1.7021 -2.0444 0.10 0.05 0.19 0.00
C 0.4251 0.9186 -3.5614 0.09 -0.16 0.09 0.01
C 1.2737 -0.1190 -3.6131 -0.25 0.04 0.19 0.01
C 2.4782 -0.1055 -4.4997 0.31 -0.65 -0.33 0.00
C 3.6785 0.8100 -4.1261 0.58 -0.11 -0.13 0.00
C 3.5146 1.6904 -2.9250 0.15 0.07 0.19 0.00
C 2.6761 2.7245 -2.9118 -0.07 0.14 0.18 0.00
C 1.8285 3.0746 -4.0988 0.19 0.63 -0.08 0.00
C 0.6332 2.1368 -4.4110 -0.66 0.34 -0.22 0.00
H 2.1633 0.1578 -5.5210 -0.05 -0.12 0.28 0.00
H 3.9152 1.4237 -5.0095 -0.05 -0.08 0.32 0.00
H 2.8608 -1.1340 -4.5618 -0.14 0.25 -0.12 0.00
H 0.7368 1.8131 -5.4581 -0.15 -0.01 0.28 0.00
H -0.5132 0.8970 -2.9979 0.17 -0.29 0.03 0.00
H 1.0683 -1.0792 -3.1264 -0.27 0.26 0.13 0.00
H -0.2820 2.7435 -4.3699 0.20 -0.23 -0.10 0.00
H 1.4434 4.0954 -3.9570 0.09 -0.34 -0.09 0.00
H 2.5958 3.4106 -2.0635 0.23 -0.35 -0.05 0.00
H 2.4579 3.1300 -4.9993 -0.06 -0.04 0.28 0.00
H 4.5650 0.1764 -3.9727 -0.28 0.18 -0.08 0.00
H 4.1850 1.4723 -2.0884 -0.27 0.32 -0.08 0.00
P -1.8435 -1.4676 -1.1761 -0.86 -1.19 0.33 0.00
C -2.5575 -2.8252 -0.1785 0.34 0.25 0.73 0.00
H -3.5210 -3.1520 -0.5967 0.41 0.17 -0.10 0.00
H -2.7354 -2.4201 0.8238 -0.01 -0.20 -0.27 0.00
H -1.8762 -3.6780 -0.0866 -0.21 0.12 -0.14 0.00
C -3.3461 -0.4549 -1.4099 0.44 0.81 0.10 0.00
H -4.1773 -1.1127 -1.7015 0.39 0.03 0.01 0.00
H -3.1679 0.2873 -2.1971 -0.14 -0.10 0.08 0.00
H -3.6187 0.0449 -0.4613 0.10 -0.23 -0.21 0.00
C -1.6851 -2.3627 -2.7632 0.62 0.35 -0.25 0.00
H -1.5002 -1.6512 -3.5766 -0.06 -0.25 0.02 0.00
H -2.6029 -2.9365 -2.9586 0.25 0.28 0.13 0.00
H -0.8359 -3.0556 -2.7016 -0.24 0.09 -0.12 0.00
P -0.3884 2.2722 0.4490 -0.36 0.65 0.44 0.01
C 1.0690 3.2610 0.9603 0.49 -0.26 -0.28 0.00
H 0.9310 4.3353 0.7762 -0.11 -0.32 0.04 0.00
H 1.9530 2.9133 0.4070 -0.15 0.33 0.15 0.00
H 1.2450 3.1053 2.0349 -0.06 0.06 -0.31 0.00
C -1.2132 3.2525 -0.8600 0.14 -0.32 -0.58 0.01
H -0.4914 3.5800 -1.6238 -0.22 -0.10 0.22 0.00
H -1.7342 4.1242 -0.4356 0.32 -0.31 -0.01 0.00
H -1.9609 2.6107 -1.3443 0.08 0.21 0.07 0.00
C -1.4981 2.6436 1.8618 -0.13 -0.89 0.17 0.00
H -1.5312 3.7222 2.0755 0.18 -0.28 -0.32 0.00
H -1.1133 2.1108 2.7411 -0.18 0.15 -0.15 0.00
H -2.5118 2.2660 1.6579 0.29 0.12 0.03 0.00
Br -3.5746 -3.1574 3.2228 -0.22 0.04 0.30 0.00
C -3.5200 -1.5972 4.3077 0.04 1.02 0.56 0.00
C -3.6426 -1.7172 5.6956 -0.05 -0.55 -0.51 0.00
C -3.6062 -0.5879 6.4993 0.27 0.44 0.01 0.00
C -3.3195 0.6629 5.9438 0.08 -0.51 -0.89 0.00
C -3.1357 0.7815 4.5530 -0.53 -0.51 0.63 0.00
C -3.3318 -0.3319 3.7268 0.49 -0.51 -0.02 0.00
C -3.1584 -0.2013 2.2195 -1.96 0.84 -0.51 0.00
O -4.1258 0.1947 1.5225 1.64 -0.47 0.95 0.00
O -1.9919 -0.5006 1.8202 1.56 -0.08 -0.66 0.06
H -3.7467 -2.7158 6.1238 -0.13 0.36 -0.04 0.00
H -3.7539 -0.6848 7.5732 0.06 0.00 -0.24 0.00
H -3.2216 1.5341 6.5675 -0.02 0.13 0.16 0.00
H -2.8787 1.7398 4.1105 -0.23 -0.10 0.10 0.00
```
Positions in Å, forces in eV/Å.

---

# 2
C31H49ClP2Rh as an isolated structure at a distorted geometry, computed with the ωB97M-V functional and the def2-TZVPD basis.

Lowest unoccupied orbital energy (alpha / beta)   -2.36 / -4.70 eV
Charge   +1
Spin multiplicity   5
Molar mass   622.0 g/mol
<S²>   6.03
ΔE to the lowest compared entry with this formula, charge and spin   0.000 eV
Frontier orbital gap (alpha / beta)   6.46 / 4.55 eV

```
84
Properties=species:S:1:pos:R:3:forces:R:3:lowdin_spin:R:1
Rh -0.4646 -1.5000 -3.0748 -1.53 -2.01 6.73 1.04
C -0.1828 -3.2313 2.1684 -1.58 2.02 1.52 0.21
C 1.1955 -3.3729 1.8504 2.23 1.67 0.48 0.23
C 0.9264 -1.4115 3.0153 0.16 -0.67 -0.10 0.30
C -0.3496 -2.0193 2.8776 -0.19 -1.83 -1.20 0.04
C 1.8830 -2.2518 2.3824 -0.65 -1.37 -0.89 0.03
C -1.2463 -4.2077 1.8596 -0.34 -0.25 -0.15 0.04
H -1.0147 -4.7604 0.9432 -0.15 0.04 0.12 0.00
H -2.2114 -3.7030 1.7353 0.12 -0.16 -0.03 0.00
H -1.3721 -4.9487 2.6637 0.07 0.14 -0.13 0.01
C -1.6327 -1.5123 3.4026 -0.44 0.08 0.28 0.00
H -2.4385 -1.6575 2.6693 0.05 0.09 0.23 0.00
H -1.5574 -0.4455 3.6346 -0.11 -0.16 -0.01 0.00
H -1.9166 -2.0381 4.3267 -0.12 0.21 -0.16 0.00
C 1.2035 -0.1607 3.7535 0.21 0.33 0.10 0.06
H 0.8343 -0.2051 4.7926 0.09 0.01 -0.34 0.02
H 0.6945 0.6845 3.2669 0.05 -0.03 0.16 0.02
H 2.2785 0.0578 3.7804 -0.26 -0.01 0.06 0.00
C 3.3422 -2.0270 2.3214 0.56 0.07 0.15 -0.01
H 3.8484 -2.4213 3.2167 0.02 0.12 -0.25 0.00
H 3.5716 -0.9564 2.2631 0.14 -0.15 -0.03 0.00
H 3.7785 -2.5234 1.4471 0.04 0.17 0.18 0.00
C 1.7870 -4.4876 1.0840 0.19 -0.33 -0.27 0.04
H 1.9452 -5.3716 1.7228 -0.05 0.16 -0.19 0.02
H 2.7611 -4.2017 0.6664 -0.24 -0.17 0.07 0.00
H 1.1246 -4.7924 0.2584 0.24 0.03 0.22 0.01
C -1.6171 -0.3013 -4.0850 -2.04 0.45 -2.72 0.10
C -1.7316 -1.6847 -4.5286 -1.71 1.37 -1.69 0.09
C -1.0310 -2.1951 -5.7827 -0.49 -0.38 0.32 0.01
C 0.5124 -2.2505 -5.6295 0.30 -0.69 0.02 0.01
C 1.0088 -1.8749 -4.2386 2.51 0.71 -1.44 0.09
C 1.0567 -0.5036 -3.7805 2.36 0.14 -1.58 0.10
C 0.6574 0.6384 -4.7013 0.70 0.30 0.32 0.01
C -0.8582 0.7234 -4.9287 -0.21 0.29 0.16 0.01
H -1.3413 -1.5799 -6.6361 0.15 -0.16 0.02 0.00
H 0.9995 -1.6565 -6.4123 0.01 0.01 0.21 0.00
H -1.3907 -3.2218 -5.9526 0.04 0.42 -0.14 0.00
H -1.0846 0.6260 -6.0027 -0.08 -0.06 0.35 0.00
H -2.5009 0.0974 -3.5600 0.46 -0.24 0.03 0.02
H -2.6588 -2.1937 -4.2175 0.49 0.02 -0.13 0.02
H -1.1865 1.7251 -4.6268 -0.08 -0.13 -0.20 0.00
H 1.0223 1.5539 -4.2182 -0.14 0.02 -0.20 0.00
H 1.8907 -0.2856 -3.0929 -0.49 -0.03 -0.13 0.02
H 1.2053 0.5719 -5.6539 -0.14 -0.05 0.20 0.00
H 0.8223 -3.2933 -5.7806 -0.02 0.31 -0.20 0.00
H 1.7719 -2.5117 -3.7665 -0.37 -0.07 -0.37 0.02
P -1.4704 1.9203 0.2844 -0.22 -0.34 -2.14 0.36
P 1.1952 1.7196 0.3771 1.72 1.38 0.08 0.32
C -0.6967 2.9373 -1.0939 0.53 -0.02 -0.37 0.01
C 0.8285 3.0713 -0.8490 -0.84 -0.14 -0.38 0.01
H -1.2220 3.8642 -1.3447 0.11 -0.06 0.28 0.00
H -0.8355 2.2902 -1.9872 -0.01 0.05 0.64 0.00
H 1.4200 2.9049 -1.7701 -0.37 0.21 0.40 0.00
H 1.0586 4.0688 -0.4279 0.04 -0.74 -0.16 0.00
C 2.1136 2.8310 1.5314 0.19 -0.26 0.64 0.05
H 2.9074 2.2904 2.0700 -0.39 0.14 -0.08 0.00
H 1.4108 3.2642 2.2550 0.29 -0.14 -0.11 0.00
H 2.5642 3.6580 0.9626 -0.06 -0.40 0.14 0.01
C 2.5211 0.6544 -0.3316 -0.17 -0.47 -0.06 0.07
H 2.8898 1.0467 -1.2977 -0.19 -0.16 0.52 0.01
H 2.0732 -0.3395 -0.4736 0.28 0.16 -0.17 0.01
H 3.3521 0.5376 0.3866 -0.42 0.19 -0.31 0.00
C -2.8066 1.2741 -0.7873 -0.80 -0.50 0.07 0.07
H -2.6476 0.2059 -0.9906 -0.10 0.32 -0.07 0.01
H -2.8330 1.8338 -1.7341 0.09 -0.29 0.33 0.01
H -3.7982 1.3986 -0.3246 0.36 -0.18 0.04 0.00
C -1.1585 -2.3155 -1.2606 0.37 -0.18 0.58 0.34
H -0.4385 -2.0077 -0.4901 -0.23 -0.24 0.07 0.04
H -1.1452 -3.4116 -1.3918 -0.01 0.39 0.07 0.03
H -2.1678 -1.9637 -1.0057 0.18 -0.11 -0.16 0.04
Cl -0.9144 5.2315 1.1094 -0.08 0.19 0.27 0.00
C -0.8048 4.3578 2.6108 -0.34 -0.15 0.87 0.00
C -0.0965 4.9098 3.6791 -0.39 -0.29 0.03 0.00
C 0.0042 4.1778 4.8717 -0.25 0.55 -0.15 0.00
C -0.6184 2.9402 4.9949 -0.07 -0.12 0.04 0.00
C -1.3604 2.4220 3.9419 -0.07 0.44 -0.20 0.00
C -1.5064 3.1517 2.7633 0.31 0.19 -0.33 0.00
C -2.3943 2.6206 1.6714 0.35 0.16 0.41 0.06
H 0.2543 5.9370 3.5942 0.26 -0.36 0.04 0.00
H 0.4864 4.6447 5.7312 -0.02 -0.24 -0.26 0.00
H -0.6090 2.3936 5.9320 0.24 0.10 -0.07 0.00
H -1.8788 1.4663 4.0135 0.11 0.32 0.21 0.00
H -2.9159 1.7279 2.0673 -0.07 0.49 -0.31 0.00
H -3.0949 3.3672 1.2804 -0.06 -0.14 0.19 0.01
```
Positions in Å, forces in eV/Å.

---

# 3
C31H49FeN2O2P2 as an isolated structure at a distorted geometry, computed with the ωB97M-V functional and the def2-TZVPD basis.

Lowest unoccupied orbital energy (alpha / beta)   -2.96 / -5.03 eV
Charge   +1
Spin multiplicity   5
Molar mass   599.5 g/mol
<S²>   6.10
ΔE to the lowest compared entry with this formula, charge and spin   0.000 eV
Frontier orbital gap (alpha / beta)   3.65 / 5.63 eV

```
87
Properties=species:S:1:pos:R:3:forces:R:3:lowdin_spin:R:1
C -1.3432 -1.4985 -1.3641 0.20 0.82 0.43 0.01
C 0.6539 -2.5277 -0.6006 -0.86 0.35 -0.38 0.03
C -1.5824 -2.5304 -2.2622 0.15 -0.35 -0.06 0.14
C 0.3627 -3.6543 -1.4163 0.54 0.17 0.36 0.12
C -0.7279 -3.6384 -2.2656 -0.14 0.24 -0.09 0.00
H -2.4411 -2.4545 -2.9278 0.21 -0.15 0.20 0.01
H 1.0673 -4.4841 -1.3713 -0.30 0.11 -0.15 0.00
H -0.9253 -4.4668 -2.9441 0.10 0.14 0.22 0.00
N -0.2434 -1.4684 -0.5781 -0.37 -1.32 -1.17 0.09
P -2.3358 0.1297 0.6002 -1.35 -0.72 -0.39 0.03
P 2.2432 -0.7800 0.8300 1.12 -0.65 -0.08 0.07
C -2.3096 -0.3354 -1.1937 0.19 -0.15 -0.41 0.00
H -1.9694 0.5171 -1.8004 0.00 -0.20 0.22 0.00
H -3.3126 -0.6112 -1.5355 0.30 0.06 -0.06 0.00
C 0.3395 1.3042 1.7990 0.64 3.55 2.60 -0.03
O 0.5585 2.2134 2.5041 -0.69 -3.11 -2.29 -0.02
C 1.8197 -2.3683 0.1694 0.08 -1.03 -0.29 0.44
H 2.5068 -3.2062 0.2305 -0.10 0.00 -0.06 0.02
C 3.4041 -0.0779 -0.5276 0.16 0.23 -0.04 0.05
C 3.3021 -1.2015 2.3602 0.02 0.11 0.04 0.01
C -3.2573 1.7865 0.6749 0.03 -0.11 0.13 0.00
C -3.5123 -1.2846 1.2259 -0.01 0.13 0.09 0.02
C 3.5045 1.4340 -0.2641 0.06 0.22 0.03 0.01
H 4.1501 1.6482 0.5964 -0.10 -0.04 -0.27 0.00
H 3.9340 1.9242 -1.1506 -0.09 -0.10 0.26 0.00
H 2.5291 1.8878 -0.0667 0.13 -0.06 -0.17 0.00
C 4.8208 -0.6762 -0.5592 0.20 0.00 -0.06 0.00
H 5.4310 -0.4358 0.3183 -0.22 -0.05 -0.19 0.00
H 4.8187 -1.7624 -0.7101 -0.05 0.20 0.03 0.00
H 5.3462 -0.2411 -1.4248 -0.23 -0.06 0.19 0.00
C 2.7903 -0.3618 -1.9138 -0.26 -0.11 0.00 0.01
H 3.2411 0.3090 -2.6634 -0.11 -0.18 0.32 0.00
H 2.9811 -1.3971 -2.2293 0.01 0.21 0.12 0.00
H 1.7094 -0.2051 -1.9330 0.20 0.05 -0.07 0.00
C 4.0477 0.0722 2.7920 0.08 0.04 0.15 0.00
H 3.3553 0.9210 2.8902 0.22 -0.13 0.00 0.00
H 4.5061 -0.1065 3.7767 -0.15 0.06 -0.23 0.00
H 4.8583 0.3480 2.1080 -0.28 -0.07 0.17 0.00
C 2.4132 -1.6486 3.5313 -0.05 0.13 0.05 0.00
H 1.7649 -0.8359 3.8841 0.11 -0.22 -0.09 0.00
H 1.8216 -2.5395 3.2771 0.12 0.18 0.09 0.00
H 3.0580 -1.9337 4.3796 -0.19 0.12 -0.32 0.00
C 4.2895 -2.3555 2.1249 0.25 -0.03 -0.04 0.00
H 5.0320 -2.1615 1.3478 -0.25 -0.07 0.22 0.00
H 4.8442 -2.5110 3.0636 -0.18 0.02 -0.24 0.00
H 3.7734 -3.2937 1.8936 0.11 0.13 0.10 0.00
C -3.9161 -0.9570 2.6693 -0.10 -0.13 0.19 0.00
H -4.3962 -1.8426 3.1147 0.12 0.22 -0.13 0.00
H -3.0299 -0.7291 3.2739 -0.27 0.02 -0.04 0.00
H -4.6417 -0.1374 2.7336 0.22 -0.18 -0.05 0.00
C -2.7743 -2.6319 1.2379 0.47 -0.08 0.13 0.00
H -2.5639 -3.0026 0.2277 -0.11 0.02 0.22 0.00
H -1.8411 -2.5552 1.7985 -0.23 -0.14 -0.22 0.00
H -3.3987 -3.3807 1.7550 0.12 0.30 -0.26 0.00
C -4.7680 -1.5227 0.3719 -0.26 0.10 0.03 0.00
H -5.3300 -2.3505 0.8337 0.18 0.21 -0.10 0.00
H -5.4433 -0.6656 0.3255 0.17 -0.26 -0.05 0.00
H -4.5266 -1.8432 -0.6480 -0.08 0.03 0.20 0.00
C -2.5432 2.8064 -0.2254 0.12 0.08 0.00 0.00
H -2.5782 2.5187 -1.2844 0.09 0.11 0.22 0.00
H -3.0558 3.7774 -0.1305 0.10 -0.32 0.00 0.00
H -1.4995 2.9524 0.0723 -0.20 -0.03 -0.12 0.00
C -3.1853 2.2812 2.1291 -0.05 0.09 0.09 0.00
H -2.1502 2.3168 2.4928 -0.23 0.06 -0.05 0.00
H -3.5987 3.2997 2.1688 0.14 -0.23 0.04 0.00
H -3.7717 1.6552 2.8106 0.19 0.22 -0.16 0.00
C -4.7249 1.7177 0.2276 -0.19 0.15 0.02 0.00
H -4.8409 1.2915 -0.7771 0.02 0.05 0.22 0.00
H -5.3699 1.1771 0.9303 0.25 0.10 -0.16 0.00
H -5.1157 2.7470 0.1863 0.16 -0.24 -0.01 0.00
Fe 0.0589 0.0037 0.5788 -0.04 0.16 2.56 1.94
N 0.2519 1.3045 -0.7068 0.20 0.76 -0.92 0.22
C 0.3764 1.9515 -1.6872 0.12 0.85 -1.72 0.22
C 0.5381 2.6700 -2.8730 -0.25 -0.80 1.53 0.08
C 0.3484 4.0719 -2.8690 0.00 1.28 -0.52 0.14
C 0.8870 2.0039 -4.0743 0.26 -0.16 -1.23 0.14
C 0.5061 4.7993 -4.0476 -0.12 -0.54 0.79 0.00
H 0.0803 4.5534 -1.9279 0.06 0.02 -0.30 0.01
C 1.0522 2.7358 -5.2502 -0.14 -0.42 0.81 0.00
H 1.0172 0.9203 -4.0539 0.00 0.29 -0.13 0.01
C 0.8580 4.1261 -5.2291 0.10 0.37 -0.65 0.18
H 0.3526 5.8860 -4.0392 0.10 -0.55 -0.06 0.00
H 1.3293 2.2169 -6.1772 -0.15 0.31 0.44 0.00
H 0.9809 4.6960 -6.1517 -0.03 -0.17 0.28 0.01
O -0.6777 -1.5045 3.1311 0.46 0.23 0.02 0.03
H 0.0641 -2.0426 2.8005 -0.36 0.39 0.42 0.00
H -0.2778 -0.7560 3.6070 -0.11 -0.53 -0.17 0.00
```
Positions in Å, forces in eV/Å.

---

Energy values (in eV) by entry order: -127495.0970; -67037.0928; -92974.7920.